No. 1
The following is a DFT calculation (wB97M-V/def2-TZVPD) of one molecule with the formula C19H32N2O4S.

XYZ file:
```
58
Properties=species:S:1:pos:R:3:lowdin_charge:R:1
C 0.53477 -3.59201 -4.51848 -0.06
C 1.63457 -2.74029 -3.89349 -0.24
H 1.35949 -1.67917 -3.90453 0.12
H 2.56565 -2.86340 -4.45377 0.12
O 1.96812 -3.15439 -2.57960 -0.05
C 1.12811 -2.86459 -1.55487 -0.26
C -0.01085 -2.06784 -1.63778 0.01
C -0.76931 -1.83493 -0.51063 -0.19
C -0.43359 -2.36161 0.73116 -0.26
C 0.70486 -3.16140 0.81437 0.01
C 1.46512 -3.40607 -0.31238 0.02
H 2.34623 -4.02474 -0.24894 0.12
H 1.00617 -3.59563 1.75434 0.11
O -1.23601 -2.01537 1.77112 -0.09
C -1.13285 -2.73260 2.99060 -0.24
C -2.30760 -2.31293 3.85983 -0.05
H -2.24323 -1.25365 4.09534 0.07
H -2.30710 -2.88289 4.78444 0.08
H -3.23597 -2.49350 3.32482 0.08
H -1.17036 -3.81104 2.79312 0.13
H -0.18126 -2.49625 3.48795 0.13
S -2.28362 -0.87441 -0.68408 0.67
O -3.40522 -1.69459 -0.33866 -0.27
O -2.25370 -0.28477 -1.99127 -0.28
N -2.17874 0.34006 0.44012 -0.07
H -2.34810 -0.05057 1.35473 0.10
C -0.94653 1.10797 0.33887 -0.36
C -1.18169 2.31947 -0.55581 -0.08
H -1.54087 1.97654 -1.52504 0.11
H -1.95875 2.93121 -0.09650 0.13
C 0.09375 3.15484 -0.71921 -0.55
N 0.65469 3.42516 0.59651 0.05
H 1.50458 3.97007 0.50720 0.13
C 0.83043 2.38832 1.59795 -0.56
C -0.46586 1.57128 1.70650 -0.08
H -0.29920 0.71087 2.35769 0.12
H -1.24369 2.19698 2.14713 0.13
C 1.06407 3.12342 2.92774 -0.04
H 0.28111 3.86028 3.08238 0.08
H 1.06102 2.42364 3.75931 0.08
H 2.02157 3.63870 2.91191 0.08
C 2.03644 1.45784 1.35658 -0.02
H 1.86157 0.76288 0.54103 0.06
H 2.24205 0.87788 2.25360 0.08
H 2.92098 2.04721 1.12203 0.08
C -0.28397 4.52355 -1.30500 -0.04
H -0.84567 4.39832 -2.22612 0.08
H -0.89208 5.07365 -0.59262 0.08
H 0.60926 5.10708 -1.51730 0.08
C 1.06800 2.47462 -1.69920 -0.02
H 2.01437 3.01327 -1.72236 0.08
H 1.26696 1.44267 -1.42804 0.06
H 0.64321 2.48212 -2.69963 0.08
H -0.18339 0.46178 -0.11861 0.12
H -0.35211 -1.60561 -2.54937 0.11
H 0.82882 -4.63869 -4.50946 0.08
H 0.37314 -3.27921 -5.54615 0.08
H -0.39777 -3.48952 -3.96944 0.07
```

Properties
Frontier orbital gap ... 8.966 eV
Multiplicity ... 1

=====

No. 2
The following is a DFT calculation (wB97M-V/def2-TZVPD) of one molecule with the formula C9H11NO2 at a distorted geometry.

XYZ file:
```
23
Properties=species:S:1:pos:R:3:lowdin_charge:R:1
C -0.25797 -0.62846 -3.51650 -0.05
C 0.99445 -0.74256 -2.81036 -0.07
C -1.41641 -0.33446 -2.75976 -0.07
C 0.96689 -0.62800 -1.46721 -0.10
C -1.38230 -0.15355 -1.38137 -0.03
C -0.13801 -0.28430 -0.73079 -0.16
C -0.03351 0.09683 0.77703 0.00
C -0.64425 1.30146 2.73765 -0.01
C 1.15175 -0.78604 1.81442 -0.15
N -0.73484 1.00546 1.35839 -0.33
O -1.59370 1.69217 0.75973 -0.07
O 1.95208 0.03054 2.54044 -0.07
H -0.29304 -0.92119 -4.49409 0.06
H 1.98012 -1.07561 -3.35838 0.14
H -2.39049 -0.34478 -3.23035 0.10
H 1.71271 -0.77270 -0.74614 0.08
H -2.24392 0.12840 -0.71417 0.13
H -0.03315 0.74419 3.47214 0.10
H -1.74041 1.27998 3.10771 0.14
H -0.40994 2.27514 2.80991 0.06
H 1.67464 -1.43052 1.11963 0.09
H 0.51924 -1.21186 2.63782 0.12
H 2.36004 0.75985 2.07423 0.11
```

Properties
Frontier orbital gap ... 8.704 eV
Multiplicity ... 1

=====

No. 3
The following is a DFT calculation (wB97M-V/def2-TZVPD) of C22H17F4N9O3S3V as an isolated structure at a distorted geometry.

XYZ file:
```
59
Properties=species:S:1:pos:R:3:mulliken_spin:R:1
V -0.53236 0.84212 1.18655 2.26
C -1.71534 0.66570 5.95654 0.00
O -0.41799 0.01825 5.93646 0.00
C 0.21013 0.14595 4.75112 0.01
O -0.24574 0.74030 3.80779 0.01
N 1.40263 -0.48786 4.74404 0.00
N 2.16139 -0.58862 3.56812 0.00
H -2.05425 0.59272 6.98542 0.00
H -2.40021 0.16083 5.27952 0.00
H -1.63743 1.70083 5.63905 0.00
H 1.66757 -1.04531 5.53491 0.00
H 1.60603 -1.07742 2.86730 0.00
H 2.28641 0.35025 3.19530 0.00
S -4.17541 2.05572 3.46436 0.01
C -2.95787 1.67476 2.38831 0.02
S -2.62326 0.02418 1.85846 -0.07
S -1.78804 2.78314 1.77002 -0.05
N -0.15329 -4.50218 -0.93389 0.00
C -0.28367 -3.83204 0.26301 0.00
C 0.22139 -2.52428 0.37266 0.02
N 0.07300 -1.81574 1.46657 -0.01
C -0.52240 -2.41161 2.51423 0.00
C -0.96433 -3.70943 2.41228 0.00
N -0.86718 -4.42617 1.28564 0.00
H -0.06738 -3.92908 -1.76134 0.00
H -0.77782 -5.28572 -1.03515 0.00
H 0.69857 -2.06285 -0.47701 0.00
H -0.68561 -1.82562 3.40785 0.00
H -1.44854 -4.18465 3.25755 0.00
F 1.40799 3.97760 -3.35967 -0.01
C 1.19030 2.65399 -3.17557 -0.04
C 1.01533 1.89896 -4.32410 0.30
F 1.05045 2.56595 -5.49087 0.02
C 0.78868 0.47993 -4.32165 -0.02
C 0.68890 -0.01850 -3.07130 0.19
C 0.83483 0.67494 -1.74912 -0.02
F -1.04880 -0.68501 -1.07789 0.01
C 1.14403 2.14070 -1.90493 0.22
C 1.31686 2.91428 -0.69325 0.00
C 1.28746 2.28045 0.52515 0.02
N 1.34245 1.66381 1.54598 0.07
C 1.47271 4.34350 -0.63077 0.02
N 1.63553 5.47997 -0.52526 -0.01
F 0.58575 -1.37745 -2.93541 0.01
C 0.66709 -0.29576 -5.56279 -0.04
C 0.97092 0.23651 -6.84832 0.01
N 1.22165 0.63253 -7.90919 -0.01
C 0.27152 -1.66470 -5.57195 0.00
N -0.04432 -2.78020 -5.61700 -0.01
C -2.05090 1.35455 -2.62149 0.00
O -1.47378 1.52450 -1.32508 0.00
C -0.51368 0.63456 -0.88141 -0.05
C 1.99891 -0.03769 -0.98124 0.12
H -2.20141 0.30200 -2.85452 0.00
H -1.44618 1.81783 -3.39911 0.01
H -3.01637 1.85621 -2.57407 0.00
H 2.38518 -0.87740 -1.55504 0.01
H 1.69403 -0.40475 -0.00305 0.00
H 2.81589 0.66254 -0.81275 -0.02
```

Properties
Net charge ... -2
Frontier orbital gap (spin up / spin down) ... 5.525 / 5.733 eV
Multiplicity ... 4

=====

Ordered relative energy (zero: lowest compared OMol25 entry of this formula, charge and spin) results: 16.6, 123.3, 24.0; unit kcal/mol.